Here is 2 unconnected molecules or ions with the total composition C4H5NO in a non-equilibrium geometry from OMol25. Energies are from ωB97M-V/def2-TZVPD.

Geometry (Å):
C: 0.575609 -0.429008 0.642408
C: -1.575778 0.967605 -0.367170
O: -2.322946 0.130423 0.067364
H: 1.103106 -1.316462 -1.221012
C: 1.388803 0.723216 0.383601
H: 0.330612 -2.402696 0.038966
H: 0.022375 -0.472806 1.585889
N: 2.274414 1.446630 0.213264
C: 0.626149 -1.416478 -0.249901
H: -1.113300 0.903871 -1.373657
H: -1.208449 1.813275 0.248517

Forces on the atoms, in the same order (eV/Å):
C 0.1 -0.2 -0.1
C 0.1 -0.3 0.2
O 0.0 0.5 -0.3
H 0.1 0.1 0.3
C 1.0 0.3 0.1
H -0.8 -0.3 -0.1
H 0.4 -0.1 -0.3
N -0.9 0.0 0.0
C 0.5 0.0 0.4
H -0.3 0.0 0.0
H -0.3 0.0 0.0

The HOMO energy comes out at -10.410 eV. As for the structure (SMILES): C=CC#N.C=O. The total energy comes out at -285.328797 Ha. The value obtained for the frontier orbital gap is 10.356 eV. The calculation puts the lowest unoccupied orbital energy at -0.05 eV. The value obtained for the relative energy (zero: lowest compared OMol25 entry of this formula, charge and spin) is 53.83 kcal per mole.